[1]
A molecular structure, C5H9NOS, computed with wB97M-V/def2-TZVPD.

Results
HOMO level, eV: -9.13
ΔE to the lowest compared entry with this formula, charge and spin, eV: 2.179
Orbital gap, eV: 9.90

The geometry in ORCA input format:
```
! wB97M-V def2-TZVPD RIJCOSX def2/J DEFGRID3
* xyz 0 1
C -0.4753 0.3880 -0.8529
C 0.4186 -0.8027 -0.5579
C 0.5905 -0.5563 0.9450
C 0.8950 0.9361 0.9734
C -0.5670 0.9704 0.5222
H -2.2317 -1.1545 -0.7985
H -0.0772 1.1554 -1.5889
H 0.0182 -1.7693 -0.8275
H 1.5723 -0.5947 -2.1526
H 1.1566 -1.2741 1.6420
H 1.6946 1.2796 0.3210
H 0.9275 1.3494 1.9439
H -1.1626 1.8582 0.6294
H -1.5506 -0.8084 1.1498
N -0.7806 -0.1887 1.4053
O 1.6769 -0.7259 -1.1980
S -2.1051 -0.0625 -1.5557
*
```

[2]
2 unconnected molecules or ions with the total composition C5H11NO3, computed with wB97M-V/def2-TZVPD.

Results
HOMO level, eV: -9.90
ΔE to the lowest compared entry with this formula, charge and spin, eV: 2.499
SMILES: C=NC(O)O.CC(C)=O
Orbital gap, eV: 10.16

The geometry in ORCA input format:
```
! wB97M-V def2-TZVPD RIJCOSX def2/J DEFGRID3
* xyz 0 1
C 1.3395 -0.3495 0.2906
C 1.9158 0.5896 -0.7436
C 1.5310 -1.8245 0.0211
O 1.1697 0.0454 1.4667
H -0.2782 0.2143 1.7795
H -0.3681 -0.2490 -0.1605
H 1.7057 1.6231 -0.4808
H 1.4426 -2.0555 -1.0383
H 1.5108 0.3735 -1.7304
H 2.9970 0.4512 -0.7852
H 2.5279 -2.1077 0.3615
H 0.8074 -2.4022 0.5919
C -1.4725 -0.1034 0.2680
C -2.1251 2.0533 -0.3310
O -2.0554 -1.3507 0.1558
N -2.0593 0.8399 -0.6552
O -1.3115 0.2963 1.5428
H -2.9745 -1.2431 -0.1214
H -2.5633 2.7459 -1.0395
H -1.7392 2.4532 0.6079
*
```

[3]
A single C4H5NO molecule, computed with wB97M-V/def2-TZVPD.

Results
HOMO level, eV: -9.77
ΔE to the lowest compared entry with this formula, charge and spin, eV: 4.078
Orbital gap, eV: 9.62

The geometry in ORCA input format:
```
! wB97M-V def2-TZVPD RIJCOSX def2/J DEFGRID3
* xyz 0 1
C 1.0281 -0.9889 -0.5373
C -0.4681 -0.8191 -0.2834
C -1.0514 0.3063 0.4867
O -0.0656 1.2321 0.7148
C -0.5851 2.3814 1.0911
N -1.1148 3.3869 1.3097
H 1.4524 -0.1165 -1.0427
H 1.2022 -1.8632 -1.1741
H 1.5755 -1.1377 0.3978
H -0.9428 -1.7258 0.1141
H -1.0184 -0.6526 -1.2309
*
```

[4]
2 unconnected molecules or ions with the total composition C19H31N3O8, computed with wB97M-V/def2-TZVPD.

Results
HOMO level, eV: -9.16
ΔE to the lowest compared entry with this formula, charge and spin, eV: 0.000
SMILES: O=C1C=CN([C@@H]2O[C@H](CO)[C@@H](O)[C@H]2O)C(=O)C1.CC[C@H](C)[C@H](NC(C)=O)C(=O)NC
Orbital gap, eV: 9.07

The geometry in ORCA input format:
```
! wB97M-V def2-TZVPD RIJCOSX def2/J DEFGRID3
* xyz 0 1
O -4.6228 5.6254 -0.5159
O 2.1330 1.0887 0.9291
O 4.7516 -1.7050 -1.7060
O -1.1645 4.5658 0.8470
O 2.3319 -6.0131 1.7822
O 2.2179 -4.7793 -0.8924
O 5.7842 -4.1996 -0.7772
O 4.8746 -6.4926 -1.6493
C -5.2076 4.5968 -0.2174
C 2.4665 0.0012 0.4904
C 3.7681 -1.4988 -1.0031
C -2.3518 4.3849 1.0894
C 1.9163 -1.1925 1.0929
C 2.2092 -2.4349 0.5950
N -2.9964 5.1493 1.9813
N 3.0590 -2.5830 -0.5057
N -4.6116 3.5029 0.2653
C -6.7097 4.5237 -0.3578
C 3.4145 -0.0643 -0.6820
C -2.3890 6.2603 2.7119
C -1.5309 0.5137 0.0703
C 1.9601 -6.6980 0.5750
C 3.3541 -3.9208 -1.0130
C 2.6765 -6.1190 -0.6526
C 4.4965 -4.5830 -0.2498
C 4.2001 -6.0595 -0.4612
C -2.3063 3.7241 -1.9904
C -1.2939 1.8118 -0.7131
C -2.5718 2.6632 -0.9087
C -3.1593 3.2493 0.4082
H 1.8573 -6.3855 2.5472
H 5.7638 -3.2483 -1.0405
H 5.7085 -5.9816 -1.7110
H 1.2512 -1.0746 1.9414
H 1.7697 -3.3189 1.0594
H -3.9875 5.0068 2.0741
H -5.2205 2.7305 0.4771
H -6.9634 3.7778 -1.1082
H -7.1555 4.2596 0.5990
H -7.0807 5.4976 -0.6761
H 4.3236 0.4897 -0.4438
H 2.9388 0.3905 -1.5512
H -2.9933 6.5157 3.5830
H -1.3835 5.9857 3.0385
H -2.3150 7.1279 2.0538
H -1.7813 0.7335 1.1068
H -2.3351 -0.0606 -0.3896
H -0.6197 -0.0828 0.0573
H 2.2119 -7.7593 0.6687
H 0.8777 -6.6254 0.4265
H 3.6222 -3.8676 -2.0754
H 2.4402 -6.7441 -1.5200
H 4.4282 -4.3360 0.8150
H 4.5300 -6.6492 0.4015
H -1.9804 3.2444 -2.9129
H -1.5310 4.4182 -1.6658
H -3.2140 4.2858 -2.2025
H -0.5171 2.3903 -0.2150
H -0.9105 1.5296 -1.6946
H -3.3244 1.9888 -1.3219
H -3.1089 2.4443 1.1370
*
```

[5]
A molecular structure, C2H3O2Rb, computed with wB97M-V/def2-TZVPD.

Results
HOMO level (alpha / beta), eV: -11.94 / -12.05
ΔE to the lowest compared entry with this formula, charge and spin, eV: 4.105
Orbital gap (alpha / beta), eV: 8.10 / 7.69

The geometry in ORCA input format:
```
! wB97M-V def2-TZVPD RIJCOSX def2/J DEFGRID3
* xyz 1 2
C -0.6186 -0.8166 0.4919
C 0.4914 -0.0383 -0.0579
O 0.6331 1.2063 0.2133
O -1.0053 -1.9132 -0.0225
H 0.6306 -0.3735 -1.1112
H -1.9533 -1.9496 -0.2368
Rb 1.1396 4.7522 -0.3598
H 0.6824 -0.8672 1.0829
*
```

[6]
A single C19H24O7 molecule, computed with wB97M-V/def2-TZVPD.

Results
HOMO level, eV: -8.97
ΔE to the lowest compared entry with this formula, charge and spin, eV: 16.381
SMILES: CC(C)c1oc(=O)cc2c1[C@@H](O)[C@H]1OC(=O)[C@@]3(C)C[C@@H](O)[C@@H](O)[C@@]2(C)[C@@H]13
Orbital gap, eV: 8.45

The geometry in ORCA input format:
```
! wB97M-V def2-TZVPD RIJCOSX def2/J DEFGRID3
* xyz 0 1
C -3.9503 -1.8938 1.1481
H -3.0701 -2.6612 1.0265
H -4.8010 -2.3145 1.0674
H -3.8351 -1.3506 1.9526
C -3.9419 -1.1501 -0.3142
C -2.9362 -0.0089 -0.0301
C -1.6163 -0.1843 -0.0031
C -0.7407 1.1577 -0.2270
C -1.3729 2.3485 0.0645
C -2.7109 2.3983 0.2665
O -3.4234 3.6563 0.5158
O -3.5587 1.3738 -0.0065
H -0.7642 3.0644 0.2032
C 0.7972 1.0519 -0.2514
C 1.1189 -0.1074 0.6526
C 0.4373 -1.4790 0.5580
H 0.4219 -2.2016 1.4022
C -0.9052 -1.4726 -0.2051
O -0.6750 -1.7165 -1.6971
H -0.0276 -2.3411 -1.6076
H -1.5543 -2.1481 0.1444
O 1.3681 -2.0025 -0.2208
C 2.7011 -1.4105 -0.1681
O 3.6068 -1.8571 -0.6371
C 2.6098 -0.2825 0.6175
C 3.6743 0.7392 0.7386
H 4.5189 0.1684 0.2790
C 3.1767 2.0977 -0.0892
O 3.5042 1.7524 -1.2674
H 3.2202 2.4638 -1.8227
H 3.6405 2.9373 0.3241
C 1.5864 2.1996 -0.1163
O 1.4617 3.3059 -0.9036
H 0.4688 3.2966 -1.0844
H 1.3501 2.5106 1.0326
H 3.8707 1.2535 1.7965
C 2.9631 -1.1988 1.9939
H 3.9973 -1.4150 2.4548
H 2.6739 -0.5409 3.0423
H 2.2751 -2.0145 2.3439
H 0.8367 0.1922 1.9041
C 0.8983 0.6286 -1.5071
H 0.8571 1.4002 -2.3427
H 1.9913 0.0165 -1.8407
H 0.2087 -0.1023 -2.1805
H -4.7415 -0.4577 -0.1583
C -3.8473 -1.8670 -1.4300
H -3.8965 -1.2271 -2.2784
H -2.9752 -2.2139 -1.6943
H -4.8908 -2.3934 -1.4455
*
```

Look up the ΔE to the lowest compared entry with this formula, charge and spin of the fourth one. 0.000 eV

What did the third record say?
A single C4H5NO molecule, computed with wB97M-V/def2-TZVPD.

Results
HOMO level, eV: -9.77
ΔE to the lowest compared entry with this formula, charge and spin, eV: 4.078
Orbital gap, eV: 9.62

The geometry in ORCA input format:
```
! wB97M-V def2-TZVPD RIJCOSX def2/J DEFGRID3
* xyz 0 1
C 1.0281 -0.9889 -0.5373
C -0.4681 -0.8191 -0.2834
C -1.0514 0.3063 0.4867
O -0.0656 1.2321 0.7148
C -0.5851 2.3814 1.0911
N -1.1148 3.3869 1.3097
H 1.4524 -0.1165 -1.0427
H 1.2022 -1.8632 -1.1741
H 1.5755 -1.1377 0.3978
H -0.9428 -1.7258 0.1141
H -1.0184 -0.6526 -1.2309
*
```